Molecular formula: C20H38CuSeSi
Method: DFT, the ωB97M-V functional and the def2-TZVPD basis

**Energy relative to the best compared isomer or geometry (same formula, charge and spin)**: 0.0 kJ/mol
**<S²>**: 0.77
**Multiplicity**: 2
**E_HOMO (alpha / beta)**: -7.504 / -7.323 eV
**Electronic energy**: -139220.23224 eV
**Total charge**: 0

Geometry as XYZ:
```
61
Properties=species:S:1:pos:R:3:forces:R:3
Cu 8.1471 9.3401 9.8900 -0.39 -0.22 0.68
C 9.3004 8.9497 8.3750 -0.86 -1.97 -1.44
C 8.2429 7.9189 8.0653 2.78 1.90 1.82
C 7.2773 8.6001 7.2813 -1.24 0.91 -1.73
C 7.7778 9.8580 6.9057 -0.36 -0.63 0.35
C 8.9659 10.1298 7.5961 0.41 -0.77 0.01
C 9.7346 11.4051 7.4232 -0.21 -0.14 0.94
C 11.0529 11.4261 8.2232 0.92 0.20 -0.72
C 8.8237 12.5540 7.9440 -0.13 0.96 -0.72
C 10.0291 11.5333 5.9094 1.65 0.52 0.64
C 5.8325 8.2219 6.9182 0.77 -1.19 -0.17
C 5.3421 9.0750 5.7666 -0.35 1.30 -0.23
C 4.9893 8.4938 8.1701 -1.09 0.53 0.25
C 5.6912 6.7619 6.3744 1.12 0.07 0.91
C 8.4817 6.4624 8.3841 1.62 0.04 0.06
C 9.8045 6.3518 9.1969 0.15 0.25 0.29
C 8.7767 5.6085 7.1025 -1.06 1.50 -0.73
C 7.4335 5.9111 9.3252 -0.07 -1.12 -0.40
H 10.2754 8.6277 8.7572 -0.40 0.70 -0.31
H 7.3173 10.5047 6.1776 -0.16 0.19 0.32
H 10.9501 11.0857 9.2719 -0.09 0.55 -0.47
H 11.5002 12.4497 8.1215 -0.52 -0.69 0.60
H 11.8419 10.7989 7.7531 -0.63 -0.03 0.22
H 8.5381 12.5014 9.0300 0.17 -0.37 -1.09
H 7.9256 12.5532 7.2617 0.62 0.30 1.05
H 9.3613 13.5434 7.8232 -0.56 -1.00 -0.02
H 10.8670 10.7811 5.7191 -1.01 1.21 -0.21
H 10.3608 12.6047 5.7614 -0.05 -1.25 -0.26
H 9.1922 11.3154 5.2528 -0.09 0.05 0.12
H 5.1032 10.1104 6.1020 0.36 -0.53 -0.31
H 4.3978 8.6807 5.3841 0.11 -0.05 -0.03
H 6.0813 9.1137 4.9403 -0.49 -0.05 0.42
H 5.0294 9.6154 8.3642 -0.37 -1.42 -0.07
H 5.2447 7.9680 9.1026 0.61 0.17 -0.42
H 3.9493 8.1226 7.9973 0.47 0.75 -0.11
H 6.4562 6.5681 5.6262 -0.04 0.30 -0.38
H 4.7296 6.5844 5.9120 -0.31 -0.03 0.21
H 5.9325 6.0160 7.1392 -0.61 0.13 -0.15
H 10.7298 6.6835 8.6866 -0.62 -0.14 -0.01
H 9.9410 5.2986 9.4253 0.08 -0.13 0.20
H 9.7274 6.9065 10.1513 0.02 -0.33 -0.51
H 9.4469 6.1819 6.4237 -0.35 -0.26 0.46
H 7.8669 5.3701 6.5064 0.73 -0.04 0.58
H 9.3030 4.7251 7.3848 0.16 -0.82 0.17
H 7.3883 6.5342 10.2088 0.03 -0.01 0.39
H 7.7045 4.8583 9.5788 -0.37 0.72 0.02
H 6.4569 5.9237 8.8654 -0.32 -0.16 0.10
C 9.9725 10.4459 14.1901 -0.61 0.08 -0.80
Si 9.0801 8.9581 13.4099 -1.02 1.46 -0.65
C 7.9318 8.1311 14.6043 -0.71 0.48 0.51
C 10.2830 7.8122 12.5744 1.47 1.54 -0.63
Se 7.5279 10.0012 11.9811 0.37 -0.33 -0.19
H 9.7175 10.6126 15.2134 -0.14 -0.27 0.95
H 9.6700 11.3929 13.7137 0.24 -0.50 -0.21
H 11.0335 10.3191 14.1110 0.74 0.11 -0.01
H 8.4193 7.3424 15.1726 -0.19 -0.14 0.19
H 7.0352 7.7839 14.0782 0.40 -0.42 -0.05
H 7.4936 8.8949 15.2862 0.60 -0.40 -0.18
H 11.2195 7.7730 13.1671 -0.38 -0.03 -0.26
H 10.5574 8.2026 11.5549 -0.13 -0.06 1.02
H 9.9669 6.8271 12.3982 -0.69 -1.42 0.02
```
Positions in Å, forces in eV/Å.

***

Molecular formula: C22H60F6NNiO14S2
Method: DFT, the ωB97M-V functional and the def2-TZVPD basis

**<S²>**: 2.00
**Multiplicity**: 3
**E_HOMO (alpha / beta)**: -12.524 / -12.524 eV
**Electronic energy**: -132952.93625 eV
**Total charge**: +1

Geometry as XYZ:
```
106
Properties=species:S:1:pos:R:3:forces:R:3
Ni -0.6120 0.4081 -0.1932 1.17 -0.89 0.51
C -4.6898 1.0124 -0.9644 -0.69 -0.69 0.24
F -5.9003 1.5466 -1.0780 0.49 0.19 0.62
F -4.8484 -0.2627 -0.4871 0.46 1.46 0.08
F -4.1843 0.9169 -2.1630 0.55 -0.22 -0.62
S -3.5311 2.1015 0.1676 0.62 -1.42 2.12
O -4.0386 3.4485 0.1644 0.64 -1.09 -0.46
O -3.4892 1.4214 1.4590 0.09 0.36 -1.62
N -1.8904 1.8735 -0.5470 -4.49 1.20 1.20
S -1.8450 3.0287 -1.6370 0.81 0.95 -3.34
O -0.7039 2.7186 -2.4762 0.06 0.62 0.66
O -3.0750 3.3178 -2.3716 1.59 -0.32 1.65
C -1.3553 4.5879 -0.6147 -0.33 0.20 -1.14
F -2.1258 5.6119 -1.0086 0.78 -0.47 0.05
F -1.4600 4.4443 0.6727 -0.76 -0.53 1.33
F -0.0590 4.8261 -0.8066 0.10 0.34 -0.88
C 1.9897 -2.9533 -1.3571 0.17 -0.35 -0.43
C 2.0067 -1.5760 -0.7541 -0.65 -0.21 0.12
O 0.8061 -1.3399 0.0510 0.84 0.58 -0.76
H 1.2407 -3.0749 -2.1396 -0.10 -0.05 0.13
H 1.8952 -3.7301 -0.5982 -0.37 0.07 0.15
H 2.9652 -3.1584 -1.7979 0.06 0.13 -0.23
H 2.0270 -0.7846 -1.5032 0.06 -0.09 0.06
H 2.9239 -1.5598 -0.1655 -0.13 0.66 0.46
H 0.8933 -1.8998 0.8260 -0.22 -0.37 0.65
C 0.7994 0.0616 3.7464 0.32 -0.50 1.21
C -0.4746 -0.0605 2.9215 1.92 -1.11 0.45
O -0.3297 0.8316 1.8506 -0.85 0.19 -0.93
H 1.7070 0.1664 3.1519 -0.29 0.14 -0.41
H 0.9718 -0.8712 4.2832 -0.17 -0.10 0.27
H 0.8206 0.8479 4.5010 -0.21 0.19 -0.14
H -1.3900 0.0820 3.4958 -0.08 -0.02 -0.20
H -0.3878 -1.0671 2.5124 -0.74 -0.01 -0.11
H -0.5199 1.6826 2.2521 0.06 1.19 -0.55
C -5.0866 -2.7229 3.7294 0.72 -0.65 0.66
C -3.6607 -2.1480 3.5451 -1.29 0.11 0.16
O -3.7315 -1.1089 2.5852 0.65 0.12 -0.10
H -5.0335 -3.4905 4.5015 -0.12 -0.24 -0.03
H -5.6176 -3.1337 2.8707 0.52 0.04 -0.26
H -5.7416 -1.9642 4.1578 0.14 0.30 -0.06
H -2.8211 -2.7794 3.2545 -0.51 -0.56 -0.30
H -3.3688 -1.7731 4.5261 0.11 0.31 0.14
H -4.3733 -0.4747 2.9132 -0.03 0.37 -0.34
C -1.8296 -0.0891 -4.1907 -1.11 0.35 1.46
C -1.5424 -0.7711 -2.8410 0.43 -0.71 -1.66
O -0.4514 -0.0680 -2.2191 -0.81 -0.25 0.40
H -0.9533 -0.0568 -4.8380 -0.14 -0.03 0.02
H -2.1764 0.8985 -3.8865 0.39 0.42 -0.49
H -2.7151 -0.5048 -4.6715 0.30 -0.43 -0.22
H -1.1056 -1.7478 -3.0493 -0.54 -0.50 0.16
H -2.4144 -0.8493 -2.1918 0.30 0.24 0.01
H 0.1426 -0.0287 -2.9722 0.99 0.52 0.26
C 0.3498 4.8564 4.8722 -0.38 -0.19 0.88
C -0.2396 4.6043 3.4864 1.09 2.97 0.78
O -0.3950 3.2808 3.2463 -0.20 -2.93 -0.25
H 1.2994 4.3404 5.0143 0.20 0.13 -0.39
H -0.2620 4.4541 5.6796 -0.48 -0.17 -0.02
H 0.4674 5.9027 5.1542 0.09 0.09 -0.45
H 0.5295 5.0182 2.8343 -0.37 -0.11 -0.65
H -1.1984 5.0934 3.3140 0.12 0.53 0.12
H -0.8738 2.9645 4.0159 -0.19 -0.45 0.08
C -3.3492 -3.0347 -0.2830 1.08 -0.44 0.48
C -1.9346 -2.4773 -0.0293 -0.97 -1.91 -0.65
O -2.0820 -1.1235 0.2565 1.18 1.57 -0.71
H -3.2953 -4.1127 -0.4357 -0.05 -0.05 -0.03
H -3.8130 -2.5821 -1.1594 -0.09 0.12 0.28
H -3.8753 -2.8550 0.6545 -0.63 0.03 -0.34
H -1.3025 -2.6932 -0.8906 0.15 0.63 0.10
H -1.4836 -2.9712 0.8314 0.12 -0.24 0.08
H -2.6957 -1.0909 0.9940 -0.61 0.76 0.80
C 3.1827 -2.5001 -4.7729 -0.73 -0.66 -0.48
C 2.3972 -1.4052 -5.5892 2.42 -2.13 1.13
O 1.6303 -0.7116 -4.6662 -1.49 0.73 0.01
H 3.8374 -3.0932 -5.4114 0.30 0.19 0.03
H 2.4803 -3.2254 -4.3623 -0.51 -0.10 -0.37
H 3.6708 -2.2316 -3.8360 0.48 0.90 -0.43
H 1.8484 -1.9661 -6.3458 -0.59 0.48 0.17
H 3.1333 -0.7894 -6.1059 -0.16 0.36 -0.10
H 2.1708 -0.0284 -4.2630 0.10 0.29 0.19
C 4.6357 0.7831 -3.3242 0.11 -0.18 -0.27
C 3.7505 2.0022 -3.0559 0.57 -0.39 0.35
O 2.3799 1.5809 -3.0902 -0.26 -0.16 0.15
H 5.7064 0.9652 -3.4165 -0.10 0.61 -0.26
H 4.2995 0.2754 -4.2282 0.14 0.09 -0.17
H 4.6313 0.0199 -2.5460 -0.61 0.16 0.36
H 3.8533 2.8227 -3.7661 0.44 -0.21 -0.13
H 3.9665 2.3958 -2.0627 0.03 0.16 0.03
H 1.8858 2.2458 -3.5754 -0.37 0.11 -0.02
C 2.6030 3.1761 0.5698 0.31 -0.69 -0.09
C 2.4237 1.6671 0.3006 -0.30 1.06 0.61
O 1.1972 1.5204 -0.4277 -0.08 -0.49 0.22
H 2.7044 3.6895 -0.3864 0.20 0.07 -0.03
H 3.4976 3.3309 1.1729 0.04 0.18 -0.04
H 1.7474 3.6414 1.0593 -0.06 -0.37 0.16
H 2.3869 1.0746 1.2148 -0.36 0.12 -0.03
H 3.2590 1.2698 -0.2759 -0.01 0.00 -0.21
H 1.4230 1.7631 -1.3287 -0.30 0.07 -0.77
C 2.7563 -4.7617 2.7606 1.11 -0.05 -0.40
C 2.5808 -3.2568 2.6081 0.02 -0.84 1.38
O 1.2224 -3.0247 2.2902 -0.55 0.76 -1.03
H 3.7927 -5.0110 2.9884 0.07 0.07 0.26
H 2.5758 -5.2728 1.8149 -0.31 0.09 -0.06
H 2.1349 -5.2158 3.5324 -0.12 0.24 0.05
H 3.2847 -2.8172 1.9014 -0.49 -0.07 -0.46
H 2.7474 -2.7278 3.5464 0.44 -0.13 0.23
H 0.6997 -3.5448 2.9049 -0.13 -0.04 -0.03
```
Positions in Å, forces in eV/Å.